# C4H16N2O2

A cluster of 3 separate species, C4H16N2O2 in total in a non-equilibrium geometry (the ωB97M-V functional and the def2-TZVPD basis, the OMol25 dataset).

Structure (ORCA input):
```
! RIJCOSX wB97M-V def2-TZVPD def2/J DEFGRID3
* xyz 0 1
C 0.068 0.620 -0.643
H -1.328 2.115 2.157
H -0.273 1.089 3.185
C 0.155 -1.570 -1.713
H -0.755 1.055 -1.298
H 1.638 -0.056 -1.973
H -1.275 -1.711 2.272
H -1.650 -2.213 -0.761
H -1.977 -0.674 -1.622
H 0.468 -2.425 -1.139
H -0.349 0.228 0.319
H 0.498 -1.444 -2.779
C 0.790 1.856 -0.231
H -1.798 -2.101 -2.520
O -0.430 1.828 2.460
O -0.337 -1.756 2.038
H 1.883 0.879 1.327
C -1.401 -1.674 -1.560
N 1.036 -0.409 -1.212
H 1.670 2.224 -1.122
H -0.133 -2.578 2.249
H 0.009 2.599 -0.027
H 1.670 2.351 1.726
N 1.820 1.769 0.867
*
```

Properties
Molecular weight   124.184 g mol⁻¹
Strongest force on any atom   6.84 eV Å⁻¹
Energy above the lowest of the compared OMol25 structures with the same formula, charge and spin   379.4 kJ/mol
Total energy   -11479.0387 eV
SMILES string   CCNCCN.O.O
Gap between HOMO and LUMO   8.3 eV